[1]
Below is a structure of composition C34H57MgN3O3Si in a non-equilibrium geometry, with properties calculated with the ωB97M-V functional and the def2-TZVPD basis.

```
99
Properties=species:S:1:pos:R:3:forces:R:3
O 0.82796 -1.58581 -1.08191 0.22 -0.22 -0.20
O 0.79734 -0.36734 -6.23358 -0.03 -0.19 -0.80
C 2.26010 -1.87123 -1.28267 -0.59 0.32 -0.21
C 2.78769 -3.00912 -0.44899 0.15 -0.30 0.27
H 2.77422 -0.93924 -1.03630 -0.15 -0.04 0.03
H 2.39492 -2.05036 -2.35172 0.06 0.00 0.08
H 2.60445 -2.86084 0.62127 -0.08 0.00 -0.26
H 3.87410 -3.06713 -0.58399 -0.15 0.06 -0.06
H 2.37971 -3.98232 -0.74224 0.01 0.19 0.05
C -0.06062 -2.72807 -1.31577 0.13 -0.13 0.45
C -0.02985 -3.31242 -2.70852 -0.20 0.19 -0.24
H -1.06921 -2.35603 -1.08892 0.35 -0.07 0.02
H 0.18976 -3.49344 -0.57073 -0.09 0.23 -0.15
H -0.47084 -2.61635 -3.42980 0.26 -0.07 -0.03
H -0.65714 -4.21482 -2.71104 0.17 0.19 0.07
H 0.97274 -3.60526 -3.03136 -0.13 0.05 0.02
C -0.24220 0.25447 -7.03193 0.45 0.07 0.31
C 1.77470 -1.12155 -6.98354 -0.23 0.53 0.24
C -1.55148 -0.50376 -6.90383 -0.02 -0.18 0.02
H 0.06574 0.35959 -8.09138 0.00 -0.17 0.43
H -0.37134 1.27730 -6.63784 0.12 -0.35 -0.07
H -1.46216 -1.52894 -7.28161 -0.01 0.20 0.06
H -2.33847 0.00100 -7.46938 0.02 0.00 0.02
H -1.86224 -0.55200 -5.85351 0.09 0.04 -0.18
C 1.20591 -2.27382 -7.79545 -0.12 -0.07 -0.03
H 2.48693 -1.50582 -6.24119 -0.24 0.15 -0.07
H 2.33202 -0.42445 -7.63425 -0.14 -0.20 0.07
H 0.62719 -2.95981 -7.16699 0.08 0.15 -0.04
H 2.02101 -2.84696 -8.24624 -0.02 0.09 0.02
H 0.56208 -1.92362 -8.60902 0.08 -0.04 0.13
H 1.40966 1.58972 -4.36397 0.20 0.71 0.33
N -0.95128 -1.01127 1.50462 1.51 -3.00 -1.49
C -1.63900 -0.41201 2.54371 -3.24 2.72 3.48
C -2.34798 0.85316 2.24715 0.28 -1.62 -0.05
C -2.27283 1.62707 1.11002 -0.79 -0.27 0.96
C -1.97317 -1.05829 3.86009 -0.86 -1.24 -0.46
H -1.09526 -1.55753 4.29695 -0.82 -0.17 -0.11
H -2.75506 -1.78584 3.73823 -0.81 -0.52 0.21
H -2.26442 -0.27979 4.56820 -0.10 -0.23 -0.25
C -3.18182 2.82682 1.07663 -0.35 0.40 0.09
H -3.83436 2.80392 0.19488 0.17 0.12 0.04
H -2.60212 3.75937 1.06247 -0.14 -0.13 -0.17
H -3.83781 2.87303 1.95935 0.32 -0.17 -0.27
N -1.48264 1.36995 0.04904 0.75 -0.36 -1.90
C -0.50974 -2.41219 1.80560 -0.85 2.91 0.11
C 0.65823 -2.71271 2.50796 -0.68 -1.55 -0.51
C 1.62626 -1.79702 3.11832 0.91 1.56 1.12
C 0.89753 -4.07670 2.70236 -0.03 -0.22 -0.01
H 1.79822 -4.37146 3.23502 -0.08 0.01 -0.06
C 0.00158 -5.04301 2.27982 -0.06 -0.27 -0.04
H 0.21539 -6.10097 2.45740 -0.09 0.37 -0.06
C -1.18977 -4.66559 1.66298 0.31 -0.51 0.18
H -1.90118 -5.42994 1.37032 -0.03 0.02 -0.01
C -1.47742 -3.33270 1.43094 0.25 -0.90 0.06
C -2.79713 -2.99570 0.80405 -0.67 0.01 -0.36
C -1.76863 1.95074 -1.23050 -0.50 0.51 0.51
C -1.21147 3.20226 -1.59179 -0.38 -0.44 -0.40
C -0.26382 3.92633 -0.69045 0.49 0.29 0.33
C -1.55212 3.75830 -2.82401 -0.19 -0.29 -0.23
H -1.12652 4.71709 -3.11482 -0.05 -0.13 0.07
C -2.41441 3.09616 -3.69631 0.01 0.13 0.02
H -2.66425 3.54530 -4.65883 0.05 -0.11 0.25
C -2.96368 1.86774 -3.33830 0.26 0.27 -0.04
H -3.64590 1.36505 -4.01841 0.05 0.02 0.07
C -2.65750 1.28169 -2.11349 0.40 0.60 0.01
C -3.27826 -0.02678 -1.74214 -0.31 -0.53 0.27
Mg 0.02232 0.02256 -0.02863 -0.47 0.28 0.88
H 2.56764 -1.71745 2.57989 0.24 -0.24 -0.10
H 1.81030 -2.04792 4.16869 0.19 -0.36 -0.27
H 1.26079 -0.74398 3.16934 2.64 -2.55 -0.11
H -2.86552 -1.98427 0.39108 0.12 -0.13 0.28
H -3.61866 -3.11809 1.53446 0.36 0.14 -0.24
H -3.01546 -3.69543 -0.02419 0.11 0.18 0.35
H 0.28381 4.71923 -1.22582 -0.28 -0.26 0.06
H 0.48729 3.23646 -0.28018 -0.22 0.16 0.06
H -0.77085 4.40593 0.16230 0.17 -0.25 -0.23
H -3.76781 0.01713 -0.75671 0.27 -0.03 -0.19
H -2.51988 -0.82906 -1.69944 -0.25 0.20 0.07
H -4.04572 -0.34418 -2.46759 0.36 0.21 0.14
H -2.99148 1.14922 3.05575 -0.17 0.37 0.02
C 1.46653 2.69387 -4.20879 -0.53 -0.31 0.06
Si 2.96115 3.51041 -4.96914 0.22 0.34 -0.24
H 0.56572 3.08520 -4.70934 0.20 0.00 0.21
H 1.37312 2.98352 -3.14016 0.03 -0.48 -0.51
C 4.48204 2.42009 -4.94364 0.22 -0.23 0.00
C 3.38398 5.09502 -4.05883 -0.02 0.12 0.18
C 2.59388 4.02824 -6.73604 -0.02 -0.09 -0.25
H 3.39934 4.66910 -7.12522 -0.19 -0.17 0.08
H 1.65486 4.59888 -6.79015 0.22 -0.14 0.01
H 2.50454 3.15937 -7.40282 -0.03 0.18 0.08
H 4.84563 2.26890 -3.91664 -0.08 -0.01 -0.23
H 5.29849 2.88224 -5.51952 -0.21 -0.10 0.15
H 4.27783 1.43391 -5.38352 0.06 0.17 0.10
H 3.40227 4.93210 -2.97271 0.02 0.12 -0.18
H 2.64790 5.88133 -4.27995 0.16 -0.15 0.12
H 4.37375 5.46487 -4.36505 -0.24 -0.08 0.07
O 0.02124 0.13086 4.55914 1.87 0.93 -1.60
C 0.03072 0.01379 3.33856 -3.74 2.93 -0.45
N 0.10987 0.14229 2.03999 4.10 0.82 0.03
```
Positions in Å, forces in eV/Å.

Computed properties:
**LUMO (alpha / beta)**: -0.26 / 0.12 eV
**HOMO-LUMO gap (alpha / beta)**: 5.0 / 4.6 eV
**Relative energy (zero: lowest compared OMol25 entry of this formula, charge and spin)**: 9.904 eV
**Total charge**: 0

[2]
Below is the molecule C3H3BrO, with properties calculated with the ωB97M-V functional and the def2-TZVPD basis.

```
8
Properties=species:S:1:pos:R:3:forces:R:3
C -1.88826 0.90572 -0.00202 0.42 -0.43 0.02
C -0.89757 0.23456 0.00134 -0.22 0.25 -0.01
C 0.34060 -0.52012 -0.00003 0.06 -0.74 0.00
O 1.37766 0.44223 0.00142 0.27 0.70 0.00
Br 3.06860 -0.21183 -0.00033 -0.19 -0.26 0.00
H -2.77655 1.46390 0.00175 -0.47 0.34 -0.01
H 0.38767 -1.15579 -0.89644 0.07 0.06 0.18
H 0.38785 -1.15866 0.89432 0.07 0.06 -0.18
```
Positions in Å, forces in eV/Å.

Computed properties:
**LUMO**: -0.37 eV
**Structure (SMILES)**: C#CCOBr
**HOMO-LUMO gap**: 9.7 eV
**Relative energy (zero: lowest compared OMol25 entry of this formula, charge and spin)**: 2.743 eV
**Total charge**: 0

- Which value of total charge does entry 1 give?
  0